Density functional theory data (the ωB97M-V functional and the def2-TZVPD basis) for a 2-piece molecular cluster, C19H24F6N2O5S overall.

Computed properties:
- HOMO-LUMO gap (spin up / spin down) (eV) = 5.42 / 6.18
- LUMO (spin up / spin down) (eV) = -5.0 / -5.0
- F_max (eV Å⁻¹) = 2.77
- 2S+1 = 2
- total charge = +1
- HOMO (spin up / spin down) (eV) = -10.432 / -11.195

Structure (XYZ):
```
57
Properties=species:S:1:pos:R:3:forces:R:3:mulliken_charge:R:1
O -3.150295 3.671340 0.496760 0.486 -0.007 -0.979 -0.36
C -4.147737 4.244020 0.173304 0.122 -0.073 1.478 0.11
O -4.960853 4.792550 1.118042 0.170 0.469 -1.473 -0.45
C -4.582967 4.466124 -1.308813 -1.143 0.164 1.350 0.92
F -5.814236 4.992160 -1.272699 0.195 -0.010 -0.355 -0.27
F -3.767639 5.419307 -1.827546 0.338 -0.513 -0.200 -0.24
C -4.653123 3.150174 -2.163969 -1.047 0.183 -0.491 0.46
F -5.956869 2.887516 -2.347835 0.153 0.147 -0.077 -0.28
F -4.157550 2.065649 -1.530548 0.564 0.355 -0.021 -0.26
C -4.021801 3.238613 -3.583561 -0.348 -0.719 0.042 0.99
F -4.529932 2.206809 -4.279875 0.394 -0.224 0.278 -0.27
F -4.402107 4.330497 -4.254237 0.436 0.393 0.561 -0.26
C -2.468473 3.047067 -3.637862 -0.072 0.196 -1.327 -0.51
O -1.981610 2.717636 -4.660223 0.143 -0.004 0.104 -0.31
N -1.592463 3.229925 -2.476970 0.877 -0.817 1.783 0.23
C -1.235458 2.124345 -1.769424 -0.233 -0.951 -0.455 0.17
C -0.387748 2.185480 -0.687740 0.394 1.358 1.051 -0.22
O -0.034612 1.077899 -0.021887 -0.271 -0.849 -0.224 -0.46
C 0.120548 3.423399 -0.258497 -0.677 0.172 -1.198 -0.07
C -0.253024 4.555623 -1.002981 0.328 -0.830 1.542 0.00
S 0.330668 6.157301 -0.573181 0.226 1.016 -0.557 -0.26
C -1.087528 4.406001 -2.092601 -0.350 1.614 -0.608 -0.16
H -4.408781 5.433076 1.593297 -0.200 -0.287 0.513 0.40
H -1.598163 1.140775 -2.067427 -0.146 0.400 -0.140 0.52
H -0.361871 1.080416 0.889287 0.165 0.010 -0.042 0.33
H 0.794196 3.499785 0.593381 -0.175 -0.103 -0.189 0.54
H 0.257338 6.246480 0.778570 -0.218 -0.779 -0.351 0.20
H -1.366236 5.295991 -2.657957 -0.084 -0.366 0.018 0.51
C 3.925584 -2.695008 0.061350 -0.056 -0.167 -0.272 -1.78
C 3.497073 -2.799859 1.546971 1.497 0.343 -1.438 1.84
C 3.854612 -4.182847 2.106501 -0.345 -0.421 0.278 -1.30
C 2.917717 -5.302365 1.662832 -0.043 0.069 -0.067 -0.50
C 1.461318 -4.920025 1.913070 0.506 -0.119 0.311 -1.29
C 1.089992 -3.578357 1.278005 -1.202 -0.512 -1.691 1.57
N 2.038562 -2.489390 1.661935 0.133 -1.253 2.467 0.61
O 1.786880 -2.148159 2.893524 -0.253 0.736 -0.411 -0.60
C 1.036288 -3.737021 -0.254966 0.376 -0.072 -0.195 -1.66
C -0.356000 -3.232690 1.656181 0.079 0.382 0.608 -1.65
C 4.363126 -1.765140 2.273255 -0.454 0.218 0.542 -1.85
H 3.275515 -2.018918 -0.495946 -0.064 -0.059 0.042 0.25
H 4.934121 -2.292232 -0.034499 0.004 -0.057 0.189 0.49
H 3.940463 -3.660535 -0.444651 -0.118 0.034 -0.027 0.33
H 3.845837 -4.149832 3.200641 -0.077 0.176 -0.011 0.40
H 4.878061 -4.439710 1.821867 0.009 0.227 -0.063 0.34
H 3.076531 -5.540512 0.607410 -0.028 0.025 -0.005 0.29
H 3.152323 -6.213641 2.216217 0.030 0.014 -0.028 0.40
H 0.809733 -5.707858 1.528177 -0.117 0.170 -0.094 0.39
H 1.287774 -4.882039 2.993252 -0.011 0.177 -0.018 0.36
H 0.839386 -2.779898 -0.741481 0.024 0.032 0.046 0.27
H 0.235546 -4.421451 -0.536640 -0.055 0.027 0.165 0.45
H 1.944975 -4.153747 -0.682676 0.016 0.094 0.014 0.31
H -0.513384 -3.194207 2.733738 0.157 0.118 -0.013 0.37
H -1.039076 -3.991057 1.272792 0.193 -0.064 -0.137 0.42
H -0.657250 -2.272226 1.230335 0.062 0.012 0.007 0.28
H 4.138644 -0.751864 1.933676 -0.020 -0.014 -0.006 0.42
H 5.417517 -1.961466 2.077660 -0.094 -0.122 -0.172 0.47
H 4.236458 -1.803904 3.354663 -0.177 0.058 -0.053 0.36
```
Positions in Å, forces in eV/Å.